C3H9O3P | ωB97M-V with the def2-TZVPD basis set

Element x y z (Å)
1 C -0.838 1.350 -0.669
2 C 0.337 0.369 -0.473
3 C -0.832 -3.197 0.158
4 O -0.592 -2.656 -1.062
5 O -0.610 -2.436 1.194
6 O 0.545 0.106 0.867
7 P 1.802 0.619 1.790
8 H -0.630 2.291 -1.100
9 H -1.388 0.944 -1.501
10 H -1.451 1.463 0.212
11 H 1.303 0.738 -0.805
12 H 0.181 -0.577 -0.989
13 H 1.853 -0.671 2.330
14 H -0.979 -3.310 -1.618
15 H -0.481 -1.464 0.939
16 H 0.978 1.255 2.664

As for the energy above the lowest of the compared OMol25 structures with the same formula, charge and spin: 3.602 eV. The value obtained for the gap between HOMO and LUMO is 9.5 eV. The net charge is 0.

Want to see where the charge sits? The natural (NBO) charges in e are:
1 C -0.65
2 C -0.07
3 C 0.39
4 O -0.72
5 O -0.68
6 O -0.84
7 P 0.67
8 H 0.22
9 H 0.21
10 H 0.22
11 H 0.17
12 H 0.20
13 H -0.05
14 H 0.51
15 H 0.49
16 H -0.07